Entry 1:
ORCA calculation (wB97M-V/def2-TZVPD) on a cluster of 2 separate species, C10H16O in total.

Summary:
Energy = -12676.010 eV
SMILES = Cc1ccc(O)cc1.CCC
LUMO level = 0.862 eV
HOMO-LUMO gap = 9.358 eV

```
! wB97M-V def2-TZVPD RIJCOSX def2/J DEFGRID3
* xyz 0 1
C -1.59 -0.20 -2.03
C -0.76 -1.17 -1.28
C 0.54 -1.40 -1.66
C 1.43 -2.17 -0.89
C 0.93 -2.54 0.35
O 1.82 -2.96 1.33
C -0.43 -2.46 0.69
C -1.28 -1.68 -0.08
H -1.26 -0.08 -3.07
H -1.58 0.84 -1.57
H -2.67 -0.32 -1.87
H 0.96 -0.86 -2.50
H 2.45 -2.33 -1.18
H 1.76 -2.41 2.11
H -0.60 -2.92 1.65
H -2.30 -1.50 0.23
C 1.07 1.47 1.57
C 0.61 2.74 0.81
C -0.82 2.52 0.35
H 1.02 0.60 0.91
H 0.35 1.27 2.34
H 2.12 1.49 1.83
H 0.69 3.63 1.44
H 1.26 2.87 -0.07
H -1.04 1.87 -0.51
H -1.56 2.17 1.08
H -1.13 3.51 0.03
*
```

Entry 2:
ORCA calculation (wB97M-V/def2-TZVPD) on a cluster of 2 separate species, BrH2IO2Si in total.

Summary:
Energy = -90150.505 eV
SMILES = O=[Si](O)Br.I
LUMO level = -0.326 eV
HOMO-LUMO gap = 10.209 eV

```
! wB97M-V def2-TZVPD RIJCOSX def2/J DEFGRID3
* xyz 0 1
O 2.50 3.70 0.74
Si 1.21 2.96 0.51
O 0.56 1.79 1.42
Br 0.20 3.32 -1.32
H 0.17 0.94 1.18
I 0.05 -0.72 -1.47
H 1.54 -0.15 -1.37
*
```

Entry 3:
ORCA calculation (wB97M-V/def2-TZVPD) on a cluster of 12 separate species, C20H44Cl24O16P4 in total.

Summary:
Energy = -391912.104 eV
SMILES = COP(=O)(OC)OC.COP(=O)(OC)OC.COP(=O)(OC)OC.COP(=O)(OC)OC.ClC(Cl)Cl.ClC(Cl)Cl.ClC(Cl)Cl.ClC(Cl)Cl.ClC(Cl)Cl.ClC(Cl)Cl.ClC(Cl)Cl.ClC(Cl)Cl
LUMO level = 0.119 eV
HOMO-LUMO gap = 10.578 eV

```
! wB97M-V def2-TZVPD RIJCOSX def2/J DEFGRID3
* xyz 0 1
C 13.48 1.32 -26.90
O 14.21 1.54 -25.72
P 13.40 1.92 -24.37
O 12.13 2.73 -24.55
O 13.21 0.46 -23.60
C 12.08 -0.35 -23.91
O 14.57 2.71 -23.55
C 15.83 2.13 -23.46
H 13.76 0.31 -27.21
H 13.71 1.97 -27.74
H 12.40 1.39 -26.78
H 12.39 -1.25 -24.43
H 11.24 0.08 -24.45
H 11.65 -0.59 -22.93
H 16.19 2.27 -22.44
H 16.52 2.64 -24.13
H 15.89 1.05 -23.62
C 18.98 -4.03 -16.65
O 17.62 -4.13 -16.25
P 16.50 -4.14 -17.49
O 16.53 -5.39 -18.26
O 16.76 -2.74 -18.38
C 16.29 -2.62 -19.66
O 15.14 -3.88 -16.65
C 13.95 -3.40 -17.28
H 19.38 -3.06 -16.36
H 19.12 -4.18 -17.72
H 19.51 -4.83 -16.15
H 17.15 -2.46 -20.31
H 15.63 -1.75 -19.68
H 15.74 -3.51 -19.94
H 13.09 -3.91 -16.87
H 13.85 -3.60 -18.35
H 13.82 -2.32 -17.15
C 19.86 5.92 -26.10
O 19.29 6.77 -25.10
P 19.82 6.95 -23.54
O 20.11 5.70 -22.80
O 18.65 7.84 -22.85
C 18.83 8.54 -21.71
O 20.99 8.04 -23.71
C 20.65 9.21 -24.46
H 19.05 5.31 -26.49
H 20.63 5.22 -25.76
H 20.27 6.53 -26.90
H 19.85 8.51 -21.33
H 18.16 8.22 -20.91
H 18.49 9.58 -21.81
H 19.57 9.35 -24.55
H 21.05 8.94 -25.43
H 21.19 10.08 -24.08
C 26.37 0.08 -19.68
O 25.08 0.28 -20.19
P 24.25 -1.03 -20.69
O 23.47 -1.85 -19.67
O 23.29 -0.55 -21.93
C 22.67 0.64 -21.83
O 25.38 -1.95 -21.44
C 26.08 -1.47 -22.53
H 27.25 0.29 -20.28
H 26.45 -0.95 -19.35
H 26.37 0.74 -18.81
H 22.55 1.03 -20.82
H 21.69 0.52 -22.30
H 23.14 1.46 -22.37
H 25.91 -0.43 -22.80
H 25.82 -1.93 -23.48
H 27.13 -1.49 -22.24
Cl 8.27 -2.87 -26.59
C 7.34 -3.25 -25.12
Cl 6.59 -1.75 -24.46
Cl 8.34 -4.03 -23.90
H 6.60 -3.99 -25.41
Cl 11.90 5.62 -29.07
C 12.63 6.55 -27.79
Cl 12.42 8.22 -28.20
Cl 14.33 6.12 -27.54
H 12.07 6.41 -26.86
Cl 17.17 -3.52 -28.24
C 16.06 -3.95 -26.90
Cl 14.48 -4.13 -27.55
Cl 16.15 -2.75 -25.55
H 16.37 -4.96 -26.60
Cl 13.56 -6.15 -23.17
C 14.30 -7.64 -22.52
Cl 16.00 -7.64 -22.84
Cl 13.60 -9.12 -23.14
H 14.22 -7.69 -21.43
Cl 18.26 2.20 -18.03
C 17.28 3.70 -18.07
Cl 17.36 4.47 -16.46
Cl 15.56 3.18 -18.33
H 17.66 4.39 -18.82
Cl 7.67 3.92 -22.21
C 6.01 4.49 -21.88
Cl 6.05 5.53 -20.49
Cl 4.97 3.07 -21.54
H 5.73 5.04 -22.77
Cl 8.01 2.56 -27.64
C 6.97 4.01 -27.60
Cl 5.30 3.56 -27.12
Cl 7.08 4.88 -29.09
H 7.33 4.61 -26.76
Cl 10.05 -1.08 -34.41
C 10.90 0.19 -33.48
Cl 11.13 -0.29 -31.77
Cl 10.11 1.77 -33.60
H 11.87 0.36 -33.94
*
```

Entry 4:
ORCA calculation (wB97M-V/def2-TZVPD) on a cluster of 9 separate species, C42H48F3N5O2 in total.

Summary:
Energy = -64019.159 eV
⟨S²⟩ = 0.7633
LUMO level (spin up / spin down) = -3.175 / -6.950 eV
HOMO-LUMO gap (spin up / spin down) = 6.711 / 2.936 eV

```
! wB97M-V def2-TZVPD RIJCOSX def2/J DEFGRID3
* xyz 1 2
N -0.83 -5.22 0.40
C -1.68 -6.17 -0.02
C -1.98 -5.82 -1.34
C -0.97 -5.01 -1.77
C -0.30 -4.57 -0.70
H -0.33 -5.33 1.27
H -2.24 -6.78 0.66
H -2.69 -6.19 -2.06
H -0.96 -4.65 -2.79
H 0.48 -3.83 -0.64
N -3.57 -3.64 0.18
C -3.34 -3.10 1.46
C -4.20 -2.01 1.67
C -4.85 -1.87 0.45
C -4.54 -2.94 -0.36
H -3.10 -4.45 -0.18
H -2.50 -3.52 2.00
H -4.29 -1.29 2.47
H -5.54 -1.07 0.24
H -4.86 -3.20 -1.35
N -1.01 2.16 -2.19
C -0.74 3.45 -2.03
C -1.16 4.11 -3.21
C -1.73 3.24 -4.06
C -1.76 2.02 -3.37
H -0.55 1.43 -1.66
H -0.11 3.74 -1.20
H -1.03 5.14 -3.50
H -1.94 3.45 -5.10
H -2.09 1.05 -3.71
N 2.81 -2.25 -0.66
C 3.76 -1.57 -1.41
C 5.02 -1.84 -0.77
C 4.77 -2.63 0.38
C 3.40 -2.75 0.45
H 1.83 -2.17 -0.89
H 3.53 -1.05 -2.33
H 5.98 -1.60 -1.19
H 5.36 -3.15 1.12
H 2.76 -3.32 1.10
N 0.93 0.34 -0.66
C -0.10 -0.05 0.15
C -0.86 -0.88 -0.52
C -0.39 -1.04 -1.86
C 0.79 -0.32 -1.85
H 1.67 1.00 -0.45
H -0.15 0.43 1.11
H -1.76 -1.41 -0.29
H -0.84 -1.66 -2.62
H 1.51 -0.13 -2.63
C 3.51 1.19 -4.07
C 3.65 0.06 -4.81
C 2.69 -0.18 -5.77
C 1.61 0.62 -5.88
C 1.54 1.78 -5.10
C 2.58 2.16 -4.35
H 4.13 1.43 -3.22
H 4.37 -0.65 -4.44
H 2.63 -1.17 -6.21
H 0.78 0.34 -6.51
H 0.62 2.35 -5.02
H 2.60 3.11 -3.84
C 3.46 2.86 -0.92
C 3.97 1.74 -0.25
C 3.41 1.41 1.01
C 2.47 2.21 1.66
C 2.13 3.40 1.05
C 2.50 3.63 -0.24
H 3.78 3.10 -1.92
H 4.82 1.17 -0.58
H 3.74 0.50 1.49
H 1.92 2.03 2.58
H 1.41 4.06 1.50
H 2.14 4.53 -0.73
C 0.25 0.34 4.75
C -0.08 -0.56 3.77
C 0.90 -1.29 3.08
C 2.24 -0.96 3.31
C 2.56 -0.02 4.27
C 1.59 0.67 5.02
H -0.53 0.92 5.21
H -1.11 -0.67 3.48
H 0.68 -1.97 2.27
H 3.08 -1.38 2.77
H 3.58 0.25 4.53
H 1.94 1.33 5.80
C -2.26 2.13 2.27
C -2.81 2.38 3.67
O -4.19 2.75 3.53
C -4.95 3.04 4.69
O -4.67 2.95 5.90
C -6.40 3.52 4.25
F -7.00 2.45 3.71
F -7.06 4.08 5.20
F -6.31 4.28 3.19
H -1.17 2.20 2.24
H -2.71 2.86 1.59
H -2.49 1.14 1.88
H -2.30 3.25 4.09
H -2.82 1.54 4.35
*
```

Entry 5:
ORCA calculation (wB97M-V/def2-TZVPD) on a structure of composition C6H7N4P.

Summary:
Energy = -21579.998 eV
LUMO level = -0.352 eV
HOMO-LUMO gap = 8.449 eV

```
! wB97M-V def2-TZVPD RIJCOSX def2/J DEFGRID3
* xyz 0 1
C -2.89 0.41 -0.16
C -2.25 -0.87 0.04
C -1.99 1.52 -0.32
C -0.88 -1.04 0.23
C -0.66 1.35 -0.12
C -0.11 0.10 0.11
N 0.35 2.25 -0.15
N 1.45 1.63 0.06
N 1.17 0.39 0.30
N 2.58 -0.75 0.14
P 3.86 0.17 0.10
H -3.96 0.55 -0.42
H -2.70 -1.79 0.05
H -2.38 2.48 -0.63
H -0.40 -2.10 0.33
H 2.39 -1.37 0.92
H 3.78 1.16 1.16
H 3.40 1.06 -0.74
*
```

Entry 6:
ORCA calculation (wB97M-V/def2-TZVPD) on a structure of composition C9H10O3.

Summary:
Energy = -15628.091 eV
LUMO level = -0.184 eV
HOMO-LUMO gap = 8.618 eV

```
! wB97M-V def2-TZVPD RIJCOSX def2/J DEFGRID3
* xyz 0 1
C 2.12 0.67 1.04
C 0.60 0.18 -0.79
C 0.21 -1.18 -0.71
C 0.99 -2.36 -0.68
C -1.13 -1.41 -0.25
C -2.07 -0.42 0.05
C -1.75 0.95 -0.11
C -0.34 1.17 -0.30
C -0.06 2.67 -0.42
H 1.62 0.07 2.11
H 3.40 0.44 0.87
H 1.96 2.25 0.92
H 1.85 -2.22 -1.36
H 0.34 -3.23 -0.83
H 1.51 -2.67 0.10
H -1.49 -2.38 0.36
H -4.18 -0.15 0.61
H -2.36 1.90 0.27
H 1.18 2.84 0.17
O 2.02 0.21 -0.44
O -3.49 -0.78 0.15
O -0.95 3.46 -0.77
*
```

Entry 7:
ORCA calculation (wB97M-V/def2-TZVPD) on a cluster of 2 separate species, C4H6NOS2 in total.

Summary:
Energy = -29451.843 eV
LUMO level = 2.475 eV
HOMO-LUMO gap = 5.858 eV

```
! wB97M-V def2-TZVPD RIJCOSX def2/J DEFGRID3
* xyz -1 1
C -1.67 1.24 0.68
C 0.91 -1.21 -1.13
C 1.49 0.05 -0.52
C 0.85 -0.97 0.34
N -1.69 0.12 0.07
O -1.23 1.17 1.99
S -1.94 2.72 -0.15
S 1.31 -1.75 1.74
H -0.18 -0.97 -1.65
H 1.64 -2.02 -1.49
H 2.59 0.29 -0.41
H 1.06 1.07 -0.62
H -2.06 0.02 -0.90
H -1.07 0.24 2.06
*
```

Entry 8:
ORCA calculation (wB97M-V/def2-TZVPD) on a cluster of 3 separate species, C13H43N7O4P4 in total.

Summary:
Energy = -69951.659 eV
SMILES = CN(C)P(=O)(N(C)C)N(C)C.CN(C)P(=O)(N(C)C)N(C)C.N=[PH2]PCOO
LUMO level = 0.569 eV
HOMO-LUMO gap = 8.956 eV

```
! wB97M-V def2-TZVPD RIJCOSX def2/J DEFGRID3
* xyz 0 1
C 4.16 0.11 -1.89
N 2.89 -0.53 -1.63
C 2.90 -1.57 -0.61
P 1.54 -0.51 -2.68
O 0.41 -0.67 -1.75
N 1.37 0.99 -3.41
C 2.46 1.89 -3.73
C 0.14 1.72 -3.09
N 2.24 -1.31 -3.99
C 1.37 -1.37 -5.19
C 2.70 -2.69 -3.70
H 4.64 -0.22 -2.82
H 4.85 -0.13 -1.07
H 4.08 1.19 -1.91
H 3.18 -2.56 -0.99
H 1.92 -1.67 -0.16
H 3.61 -1.30 0.18
H 2.75 2.50 -2.87
H 2.15 2.57 -4.53
H 3.33 1.34 -4.10
H 0.19 2.22 -2.12
H -0.72 1.06 -3.09
H -0.02 2.48 -3.87
H 0.46 -1.95 -5.02
H 1.93 -1.84 -6.00
H 1.10 -0.36 -5.50
H 1.91 -3.32 -3.27
H 3.54 -2.67 -3.02
H 3.04 -3.15 -4.63
C -0.08 3.81 3.82
N -0.95 3.66 2.66
C -1.66 4.86 2.24
P -1.55 2.20 2.08
O -1.86 2.38 0.65
N -0.39 0.98 2.18
C 0.64 0.89 3.18
C 0.05 0.41 0.91
N -2.50 1.67 3.36
C -3.10 0.34 3.13
C -3.57 2.60 3.76
H -0.50 3.39 4.74
H 0.09 4.88 3.99
H 0.90 3.37 3.65
H -2.60 5.03 2.77
H -1.88 4.81 1.18
H -1.03 5.74 2.39
H 1.53 1.50 2.93
H 0.97 -0.15 3.27
H 0.27 1.19 4.16
H 0.78 1.03 0.38
H -0.79 0.25 0.24
H 0.50 -0.57 1.10
H -3.80 0.34 2.29
H -3.64 0.04 4.03
H -2.32 -0.39 2.94
H -4.22 2.89 2.92
H -3.14 3.50 4.19
H -4.18 2.13 4.52
N -3.88 -4.82 2.62
P -2.90 -5.02 1.41
P -3.27 -3.60 -0.22
C -1.64 -2.78 -0.46
O -0.60 -3.65 -0.93
O 0.34 -3.84 0.13
H -3.41 -4.60 3.49
H -3.01 -6.29 0.81
H -1.54 -4.90 1.74
H -3.42 -4.42 -1.36
H -1.71 -1.94 -1.15
H -1.35 -2.37 0.52
H 0.30 -4.81 0.25
*
```